DFT (the ωB97M-V functional and the def2-TZVPD basis) results for a structure of composition C42H41N8O3S2ScSeSi.

Structure (XYZ):
```
99
Properties=species:S:1:pos:R:3:forces:R:3
Sc -0.169 -0.034 0.101 -1.2 0.1 0.2
O -1.448 -5.571 0.145 0.0 -0.2 0.0
C -1.722 -5.134 1.382 0.0 0.0 0.0
C -2.273 -6.032 2.296 0.0 -0.1 0.0
C -2.562 -5.637 3.587 0.1 -0.1 -0.1
C -2.303 -4.337 3.998 -0.1 0.1 0.3
C -1.780 -3.432 3.098 -0.1 0.0 0.0
C -1.495 -3.808 1.788 0.0 0.1 0.0
C -1.023 -2.773 0.850 0.2 -0.4 -0.9
O -1.016 -1.556 1.198 -0.2 -0.1 0.3
N -0.661 -3.188 -0.361 -0.2 -0.2 0.2
N -0.392 -2.149 -1.195 0.1 0.2 -0.3
C -0.041 -2.418 -2.403 -0.2 -0.4 1.1
C -0.053 -1.349 -3.369 0.0 0.7 -0.8
C 0.354 -1.553 -4.691 0.0 -0.1 0.5
C 0.189 -0.535 -5.608 -0.1 0.2 0.1
C -0.409 0.642 -5.184 0.1 -0.1 -0.1
C -0.776 0.759 -3.847 -0.1 0.1 -0.2
N -0.595 -0.194 -2.954 0.3 -0.3 0.0
H -1.035 -4.800 -0.346 -0.1 0.0 0.0
H -2.465 -7.043 1.965 0.0 -0.1 0.0
H -2.990 -6.353 4.278 0.0 0.0 0.0
H -2.525 -4.036 5.011 0.0 0.1 0.0
H -1.592 -2.408 3.379 0.0 0.1 0.0
H 0.181 -3.434 -2.739 -0.1 0.1 0.2
H 0.800 -2.495 -4.969 0.0 -0.1 0.0
H 0.504 -0.657 -6.636 0.0 0.0 0.0
H -0.581 1.454 -5.875 0.0 0.1 0.0
H -1.259 1.653 -3.482 0.0 0.1 0.1
S -1.812 2.260 2.562 -0.6 0.4 -0.1
C -0.579 1.388 3.209 0.0 0.2 0.7
N 0.088 0.394 2.646 0.1 0.3 -1.0
C 0.778 -0.354 3.570 0.3 -0.3 0.7
C 1.320 -1.619 3.366 -0.2 0.0 -0.2
C 1.950 -2.279 4.401 0.0 0.0 0.1
C 2.040 -1.704 5.662 0.1 -0.1 0.2
C 1.461 -0.470 5.912 0.1 0.0 0.0
C 0.828 0.187 4.874 0.0 0.1 -0.1
S -0.100 1.659 4.943 0.0 -0.3 -0.7
H 1.203 -2.095 2.405 0.1 0.1 -0.1
H 2.364 -3.262 4.222 0.1 -0.1 0.0
H 2.535 -2.237 6.463 0.0 0.0 0.0
H 1.487 -0.032 6.900 0.0 0.0 0.1
C 5.542 -5.667 3.796 -0.1 0.0 -0.1
C 4.802 -4.696 2.916 0.0 -0.1 0.0
C 5.123 -3.349 2.892 0.1 -0.1 0.1
C 4.444 -2.451 2.084 0.0 0.0 -0.1
C 4.831 -1.007 2.121 0.0 0.0 0.0
C 3.414 -2.905 1.245 -0.5 0.6 -0.5
Se 2.507 -1.618 0.074 0.5 -0.4 0.3
C 3.094 -4.267 1.245 0.0 0.0 0.0
C 2.019 -4.852 0.382 0.0 0.1 -0.1
C 3.784 -5.131 2.084 0.1 0.0 0.2
H 6.328 -5.160 4.353 0.1 0.0 0.1
H 5.998 -6.459 3.200 0.1 0.0 0.0
H 4.864 -6.142 4.507 0.0 0.0 0.1
H 5.922 -2.989 3.528 0.1 0.1 0.1
H 5.724 -0.857 2.724 0.1 0.0 0.1
H 4.016 -0.421 2.543 -0.1 0.1 0.0
H 5.011 -0.643 1.111 0.0 0.1 0.0
H 1.687 -4.124 -0.350 -0.1 0.0 0.0
H 1.170 -5.148 0.998 -0.1 0.0 0.0
H 2.380 -5.740 -0.139 0.0 -0.1 0.0
H 3.513 -6.179 2.092 0.0 -0.2 0.0
N 2.567 1.872 1.094 -0.3 -0.4 -0.6
C 2.395 1.594 -0.235 1.0 0.6 1.2
O 1.332 0.992 -0.585 0.5 0.6 -0.4
C 3.371 2.044 -1.142 -0.8 -0.4 0.2
C 4.502 2.720 -0.706 0.8 0.5 0.5
N 5.441 3.282 -0.332 0.0 0.0 0.1
C 3.286 1.781 -2.509 -0.1 -0.3 -0.8
N 3.269 1.592 -3.647 -0.1 -0.1 -0.2
H 1.950 1.387 1.738 0.2 0.1 0.0
H 3.464 2.185 1.426 0.0 0.0 0.0
C 0.368 3.448 -2.401 -0.4 -0.4 0.5
Si -0.848 3.331 -0.911 0.9 1.3 0.0
C -1.970 4.865 -1.282 -0.1 -0.7 0.1
C 0.112 4.047 0.589 -0.3 -0.5 -0.5
N -1.490 1.741 -0.684 0.8 -0.3 0.1
C -2.754 1.341 -0.978 -0.4 -0.2 0.0
C -3.101 -0.024 -0.858 0.3 0.1 0.1
C -4.367 -0.500 -1.112 -0.1 -0.2 0.0
C -5.379 0.358 -1.515 -0.2 0.1 -0.1
C -5.070 1.701 -1.664 -0.3 -0.1 -0.1
C -3.804 2.180 -1.412 0.2 0.1 0.0
H 1.175 4.144 -2.186 0.1 0.2 0.1
H -0.119 3.785 -3.313 -0.2 0.1 -0.2
H 0.823 2.488 -2.612 0.1 -0.1 -0.1
H -1.351 5.759 -1.282 0.3 0.0 0.0
H -2.734 5.012 -0.525 -0.2 0.0 0.2
H -2.458 4.819 -2.251 -0.1 0.0 -0.2
H 0.715 4.896 0.273 0.1 0.1 -0.3
H 0.788 3.320 1.024 0.0 0.0 0.2
H -0.554 4.387 1.378 -0.1 0.0 0.0
H -2.329 -0.725 -0.542 -0.4 -0.1 -0.1
H -4.574 -1.556 -0.997 0.0 -0.1 0.0
H -6.381 -0.005 -1.704 0.0 0.0 0.0
H -5.841 2.396 -1.985 0.0 0.0 0.0
H -3.614 3.230 -1.535 0.0 0.2 0.0
```
Forces are in eV/Å.

Values from the calculation:
- net charge = -2
- spin multiplicity = 1
- gap between HOMO and LUMO (eV) = 6.088
- energy (eV) = -177886.9720


DFT (the ωB97M-V functional and the def2-TZVPD basis) results for a cluster of 11 separate species, C44H88O11 in total.

Structure (XYZ):
```
143
Properties=species:S:1:pos:R:3:forces:R:3
C 12.296 12.731 8.076 -0.2 2.1 -1.7
C 13.460 13.521 8.698 -0.1 0.3 1.0
C 14.589 12.522 8.775 0.9 0.0 0.0
O 13.944 11.269 8.879 0.2 0.2 -0.4
C 12.893 11.381 7.914 -1.3 -1.8 2.4
H 12.080 13.171 7.027 -0.2 -0.6 1.8
H 11.409 12.746 8.740 0.4 0.0 -0.6
H 13.231 13.799 9.731 -0.2 0.1 -0.2
H 13.717 14.420 8.176 0.1 0.5 -0.4
H 15.256 12.691 9.610 -0.1 -0.2 0.6
H 15.292 12.550 7.933 -0.4 -0.1 -0.5
H 12.146 10.646 8.255 0.4 -0.1 -0.7
H 13.242 11.159 6.949 0.5 -0.2 -1.4
C 13.398 19.765 15.956 0.9 3.4 1.3
C 12.524 20.701 16.923 0.3 -0.2 -1.2
C 11.174 20.077 16.683 0.5 -0.1 -0.9
O 11.203 19.433 15.381 -0.7 0.3 0.5
C 12.505 19.471 14.799 -0.6 0.4 0.2
H 13.658 18.921 16.531 0.0 -1.4 0.5
H 14.375 20.244 15.745 -0.5 -0.1 -0.3
H 12.427 21.744 16.607 0.7 -0.1 -0.2
H 12.787 20.695 17.989 0.2 -0.2 -0.4
H 10.393 20.819 16.685 -0.5 0.1 0.1
H 11.039 19.341 17.435 -0.7 -0.9 0.6
H 12.482 20.211 13.948 0.4 -0.7 0.8
H 12.737 18.463 14.493 -0.1 -0.3 -0.9
C 12.988 12.639 12.173 0.9 -1.2 1.0
C 14.422 12.520 12.847 0.9 -0.6 -2.4
C 14.248 11.737 14.144 -1.1 1.3 0.2
O 12.822 11.960 14.476 0.7 -0.5 -0.8
C 12.150 11.847 13.219 -0.2 -0.5 -0.5
H 12.884 12.164 11.178 0.4 0.2 0.6
H 12.815 13.697 12.080 -0.8 0.4 0.2
H 14.901 13.495 12.970 -0.4 0.0 0.3
H 15.123 12.015 12.108 -0.7 0.2 1.0
H 14.766 12.196 14.986 0.3 -0.3 -0.1
H 14.533 10.688 13.988 -0.5 0.0 0.3
H 11.091 12.154 13.274 0.5 0.1 0.4
H 12.136 10.748 12.954 0.0 0.9 -0.1
C 12.052 11.167 18.626 -0.6 -0.1 -0.6
C 11.689 12.323 17.707 0.8 -0.6 -1.9
C 12.778 13.378 17.913 -0.1 -0.8 0.3
O 13.903 12.673 18.478 -1.1 -0.8 0.0
C 13.506 11.239 18.634 3.4 0.6 -1.3
H 11.702 10.220 18.201 0.0 0.1 0.5
H 11.700 11.352 19.622 -0.6 -0.1 0.5
H 10.685 12.588 17.894 -1.1 0.9 0.2
H 11.740 12.037 16.623 -0.1 -0.2 0.9
H 12.398 14.147 18.572 0.3 0.4 0.5
H 13.110 13.841 16.988 -0.1 0.1 -0.3
H 14.043 10.955 19.532 -0.2 -0.4 0.2
H 13.967 10.654 17.772 -0.5 0.7 0.8
C 11.645 18.821 10.992 -1.3 0.4 -0.3
C 13.146 18.719 11.030 0.6 0.8 3.1
C 13.370 17.266 11.323 -1.3 0.2 1.3
O 12.256 16.854 12.223 1.7 0.7 -0.3
C 11.142 17.734 12.000 0.9 0.3 0.0
H 11.347 18.549 9.978 -0.2 -0.1 0.0
H 11.216 19.842 11.146 0.4 -0.9 0.2
H 13.662 19.361 11.817 -1.1 -0.8 -0.3
H 13.672 19.059 10.204 0.5 0.3 -2.2
H 14.351 17.092 11.739 0.0 -0.4 0.5
H 13.225 16.702 10.446 0.1 -0.9 -1.3
H 10.826 18.171 12.957 0.2 -0.1 -0.2
H 10.363 17.058 11.665 -0.6 0.4 -0.5
C 10.454 16.214 15.419 -0.8 0.9 -0.5
C 10.671 14.801 14.954 0.7 -0.1 1.8
C 9.300 14.252 14.726 -0.6 0.3 0.3
O 8.390 15.366 14.830 0.0 -0.4 -0.6
C 8.992 16.159 15.809 0.0 -0.8 2.4
H 10.466 16.949 14.626 0.4 0.1 -0.4
H 11.091 16.605 16.190 0.4 -0.1 0.5
H 11.161 14.263 15.750 0.0 -0.4 0.6
H 11.330 14.623 14.170 1.0 0.3 -1.9
H 9.064 13.539 15.514 -0.3 -0.3 -0.1
H 9.256 13.817 13.755 -0.7 -0.5 -0.7
H 8.834 15.653 16.836 0.4 0.5 -1.1
H 8.536 17.121 15.920 -0.5 0.6 -0.4
C 14.980 16.423 17.008 -1.3 -1.1 -0.9
C 14.583 16.330 15.521 0.3 0.1 -0.2
C 15.825 15.629 14.951 -1.0 0.7 -1.4
O 16.076 14.612 15.856 0.4 -0.1 0.6
C 15.932 15.242 17.130 -0.5 -1.6 1.7
H 14.061 16.211 17.578 0.5 0.6 0.3
H 15.459 17.361 17.211 0.0 0.5 0.4
H 14.404 17.297 15.060 0.0 0.1 -0.1
H 13.681 15.716 15.403 0.3 0.0 -0.1
H 16.653 16.366 14.933 -0.1 -0.3 -0.3
H 15.624 15.207 13.940 0.5 0.3 0.7
H 16.874 15.558 17.562 0.5 0.0 -0.2
H 15.511 14.463 17.817 0.4 0.6 -0.6
C 7.360 14.251 9.225 -0.2 -1.8 -0.3
C 8.695 14.910 9.493 1.7 0.9 -1.4
C 9.036 14.570 10.962 -0.4 1.2 -0.7
O 8.467 13.319 11.121 -0.3 -1.2 0.1
C 7.174 13.418 10.512 -0.1 -0.6 0.4
H 7.334 13.534 8.323 0.2 1.4 1.2
H 6.585 14.984 9.126 -0.6 0.3 -0.2
H 8.675 16.012 9.263 0.1 -1.0 0.3
H 9.470 14.438 8.794 -0.8 0.7 1.1
H 8.598 15.234 11.708 -0.4 0.6 -0.1
H 10.089 14.628 11.175 0.7 -0.7 0.0
H 6.467 13.854 11.239 0.2 0.2 -0.3
H 6.850 12.396 10.329 -0.1 0.0 -0.1
C 9.273 9.869 9.081 0.8 -0.5 0.1
C 8.311 8.855 9.681 -0.7 -2.3 -0.5
C 8.843 8.636 11.112 -1.5 -0.9 0.6
O 10.219 8.820 11.054 -0.1 -0.8 0.0
C 10.386 9.891 10.174 0.8 1.5 -0.4
H 8.722 10.774 8.924 0.2 1.0 0.3
H 9.740 9.663 8.101 -0.5 -0.6 0.4
H 8.340 7.890 9.097 0.0 0.8 0.7
H 7.239 9.131 9.734 0.6 0.2 -0.2
H 8.557 7.680 11.631 0.6 0.5 -0.9
H 8.366 9.373 11.755 0.1 0.7 0.2
H 11.421 9.789 9.793 -0.6 0.4 0.1
H 10.260 10.824 10.745 0.3 0.1 -0.1
C 10.945 6.583 15.566 -0.2 -0.4 -0.8
C 11.528 7.667 14.624 0.5 -0.7 0.8
C 11.420 8.879 15.560 -0.1 -1.1 -0.4
O 11.720 8.436 16.858 -0.2 -1.7 0.6
C 11.419 6.971 16.927 0.2 2.0 0.2
H 11.174 5.539 15.345 0.5 0.1 -0.2
H 9.858 6.597 15.479 -0.1 0.4 0.2
H 10.866 7.743 13.790 -0.1 0.3 -0.9
H 12.570 7.432 14.278 -0.9 0.3 0.4
H 10.412 9.254 15.547 -0.7 0.4 -0.2
H 12.101 9.648 15.339 0.8 1.2 -0.5
H 10.648 6.825 17.682 0.3 -0.1 0.3
H 12.378 6.539 17.160 0.1 -0.5 0.4
C 7.267 19.182 13.406 0.1 -1.3 0.6
C 8.032 20.239 14.198 -1.1 -0.2 1.6
C 9.029 20.715 13.195 0.6 0.3 -0.4
O 8.300 20.738 11.960 0.7 0.6 0.2
C 7.252 19.822 12.047 -1.4 -1.0 -1.4
H 6.316 18.835 13.910 0.8 0.8 -0.9
H 7.855 18.243 13.263 -0.1 0.6 0.6
H 8.442 19.778 15.094 0.4 0.2 0.0
H 7.314 21.013 14.566 0.6 -0.3 -0.5
H 9.842 19.972 13.148 -0.1 0.3 -0.1
H 9.472 21.719 13.320 -0.3 -0.5 0.2
H 7.372 19.067 11.259 0.1 0.0 0.0
H 6.309 20.295 11.814 -0.3 0.5 0.1
```
Forces are in eV/Å.

Values from the calculation:
- net charge = 0
- structure (SMILES) = C1CCOC1.C1CCOC1.C1CCOC1.C1CCOC1.C1CCOC1.C1CCOC1.C1CCOC1.C1CCOC1.C1CCOC1.C1CCOC1.C1CCOC1
- spin multiplicity = 1
- gap between HOMO and LUMO (eV) = 9.586
- energy (eV) = -69570.3054


DFT (the ωB97M-V functional and the def2-TZVPD basis) results for a cluster of 10 separate species, C4H28NO10S2 in total.

Structure (XYZ):
```
45
Properties=species:S:1:pos:R:3:forces:R:3
N 1.259 1.891 0.237 -0.7 1.8 -2.1
C 1.157 0.464 -0.047 1.8 -1.5 -0.8
C 2.318 -0.295 0.666 -2.5 -1.9 0.3
O 2.183 -1.492 0.735 0.6 0.0 -0.3
C -0.161 -0.148 0.351 -1.3 -0.2 1.0
S -1.664 0.706 -0.317 0.9 0.7 0.1
S -2.903 -0.783 -0.798 0.0 0.1 -0.6
C -4.016 -1.016 0.541 -1.3 -1.2 2.5
H 2.238 2.246 0.203 -0.8 -0.4 0.0
H 0.862 2.267 1.105 0.1 -0.7 0.2
H 0.779 2.330 -0.621 0.9 0.3 1.1
H 1.344 0.297 -1.150 -0.2 0.5 1.0
H 3.041 0.145 1.322 0.9 1.2 -0.1
H -0.332 -1.192 0.059 0.7 0.3 -0.2
H -0.238 -0.151 1.447 0.0 0.1 -0.3
H -4.399 -0.281 1.292 0.7 0.4 -1.4
H -4.894 -1.444 0.082 -0.5 0.1 -0.5
H -3.754 -1.834 1.228 0.7 0.0 -0.4
H 2.528 -0.666 -3.500 0.4 0.0 0.1
H 3.868 -1.404 -3.540 -0.1 0.3 0.2
O 3.396 -0.699 -3.068 -0.4 -0.2 -0.3
H 0.265 0.925 -4.281 1.0 1.8 0.3
H 0.118 2.438 -4.372 0.1 -0.3 -0.2
O 0.809 1.775 -4.218 -1.1 -1.5 -0.2
H -2.650 2.758 2.214 -0.1 0.0 0.0
H -2.681 1.799 3.399 0.0 0.0 0.0
O -2.806 2.722 3.163 0.1 0.0 0.0
H 1.565 0.987 2.900 -0.2 -0.1 0.7
H 2.223 2.298 3.475 -0.1 -0.1 0.2
O 1.854 1.893 2.688 0.2 0.2 -0.2
H 1.194 3.985 -2.375 0.0 0.3 0.7
H 1.414 2.606 -2.813 0.0 -0.4 0.9
O 1.410 3.137 -1.965 -0.1 0.2 -1.8
H -1.011 -5.537 0.056 -0.2 0.1 -0.1
H -1.655 -4.711 -1.062 -0.1 -0.2 0.5
O -1.796 -5.011 -0.147 0.3 0.2 -0.4
H 0.314 -0.611 4.268 0.1 -0.2 0.1
H 1.019 -1.486 3.178 -0.7 1.3 0.8
O 0.699 -0.555 3.390 0.6 -0.2 -0.9
H 0.343 -3.591 3.499 0.1 -0.1 0.1
H 1.784 -3.317 3.971 0.0 -0.2 0.1
O 0.884 -2.972 4.004 0.2 -0.6 -0.2
H -1.463 0.019 -5.411 -0.1 0.1 -0.1
H -2.702 0.710 -4.877 0.1 0.1 0.1
O -1.740 0.796 -4.909 -0.1 -0.4 -0.1
```
Forces are in eV/Å.

Values from the calculation:
- net charge = +1
- spin multiplicity = 1
- gap between HOMO and LUMO (eV) = 9.237
- energy (eV) = -48231.3792


DFT (the ωB97M-V functional and the def2-TZVPD basis) results for a cluster of 2 separate species, C4H13NOS in total.

Structure (XYZ):
```
20
Properties=species:S:1:pos:R:3:forces:R:3
C -1.508 0.515 -0.204 0.0 -1.0 -0.3
N -0.215 0.158 -0.777 -0.2 0.1 -0.1
C 0.594 1.273 -1.214 0.7 -0.7 -0.6
C 1.123 2.213 -0.151 1.0 0.0 -0.1
S 2.114 1.357 1.111 -0.8 0.1 1.0
C -2.396 -0.740 -0.055 0.2 0.5 0.1
H -1.981 1.200 -0.904 -0.1 0.3 0.2
H -1.403 0.956 0.783 -0.1 0.5 0.2
H 0.322 -0.392 -0.115 -0.1 -0.1 0.0
H 1.451 0.818 -1.739 0.0 0.3 0.2
H 0.080 1.826 -1.994 -0.4 0.2 0.0
H 0.344 2.722 0.386 -0.4 0.3 0.3
H 1.811 2.957 -0.563 -0.4 0.1 -0.2
H 3.096 0.978 0.336 0.7 -0.2 -0.7
H -2.990 -0.636 0.851 -0.1 -0.2 0.0
H -1.774 -1.629 0.006 0.0 -0.1 0.2
H -3.075 -0.879 -0.889 0.0 0.0 -0.2
H 1.345 -3.485 2.000 0.4 -0.1 0.0
H 1.928 -4.867 1.500 0.1 0.4 0.2
O 1.133 -4.344 1.631 -0.6 -0.3 -0.2
```
Forces are in eV/Å.

Values from the calculation:
- net charge = 0
- structure (SMILES) = CCNCCS.O
- spin multiplicity = 1
- gap between HOMO and LUMO (eV) = 9.407
- energy (eV) = -18731.2414